# 1
Here is a molecular structure, C21H13BrCl5N4O5RuS2 from OMol25. Energies are from wB97M-V/def2-TZVPD.

The geometry in ORCA input format:
```
! wB97M-V def2-TZVPD RIJCOSX def2/J DEFGRID3
* xyz 0 2
Ru -0.68281 -0.33064 -0.23778
Br 1.03835 2.60337 1.14131
C 2.02468 1.33754 0.15648
C 3.35738 1.59865 -0.11114
C 4.10019 0.62433 -0.75569
C 3.50900 -0.59207 -1.05150
C 2.17708 -0.77026 -0.74328
N 1.42650 0.20556 -0.20253
C 1.50418 -2.13360 -0.86670
O 2.12086 -3.05097 -1.36073
O 0.32184 -2.15564 -0.35450
H 3.78916 2.54033 0.19167
H 5.14119 0.80512 -0.98880
H 4.04245 -1.42081 -1.49377
Cl -0.03974 2.26605 -2.27944
C -1.43840 2.44577 -1.26278
C -1.74605 1.46012 -0.31933
C -2.90577 1.69868 0.42024
Cl -3.34815 0.61240 1.71041
C -3.75137 2.78625 0.20376
Cl -5.20439 2.97990 1.10722
C -3.41607 3.72273 -0.76503
Cl -4.46497 5.04880 -1.08969
C -2.23876 3.56312 -1.49018
Cl -1.84224 4.71311 -2.70959
N -6.82335 2.23952 -3.32589
C -5.77082 1.38008 -3.10674
C -4.47581 1.73515 -3.49612
C -3.41643 0.88434 -3.25720
C -3.64136 -0.34226 -2.64783
C -4.93360 -0.74030 -2.31402
C -5.98802 0.11733 -2.53593
S -2.30133 -1.35943 -2.19066
O -1.06996 -0.55331 -2.36953
O -2.41172 -2.63424 -2.82107
N -2.30400 -1.43858 -0.56209
C -2.67216 -2.55446 0.16407
S -3.58947 -3.88118 -0.47202
C -3.56262 -4.61092 1.08425
C -2.87875 -3.82943 1.94663
N -2.37300 -2.66148 1.42836
H -6.59498 3.21185 -3.44946
H -7.66178 2.07978 -2.79420
H -4.30202 2.69295 -3.97268
H -2.41446 1.15754 -3.55468
H -5.10816 -1.70690 -1.85747
H -6.99272 -0.17863 -2.26067
H -4.02163 -5.56810 1.26296
H -2.69635 -4.06331 2.98466
O -0.51847 -0.54066 1.85036
H -0.51640 -1.51435 1.91107
H -1.39370 -0.31304 2.20699
*
```

- <S²> = 0.76
- total energy (Ha) = -7169.57906
- lowest unoccupied orbital energy (spin up / spin down) (eV) = -0.2 / -1.4

Atomic partial charges in e from the Löwdin method, atoms 1 to 5: 1.305, 0.852, -0.729, -0.097, -0.027

---

# 2
Here is a molecular structure, C21H13Cl5N2NiO5S from OMol25. Energies are from wB97M-V/def2-TZVPD.

The geometry in ORCA input format:
```
! wB97M-V def2-TZVPD RIJCOSX def2/J DEFGRID3
* xyz -2 3
Ni 0.29817 -0.03120 0.80779
O 2.30923 -0.27733 0.74339
C 2.97887 -0.77314 -0.23020
C 4.36767 -1.04106 -0.04603
C 5.16334 -1.56783 -1.03482
C 4.64087 -1.87066 -2.29627
C 3.29754 -1.62111 -2.50713
C 2.45529 -1.08488 -1.52892
C 1.06372 -0.89111 -1.92285
N 0.16730 -0.36097 -1.19076
N -1.11822 -0.28166 -1.73003
C -1.97067 -0.00652 -0.76779
O -1.73161 0.16061 0.46457
C -3.40661 0.14784 -1.20782
C -3.79613 -0.01008 -2.53459
C -5.12291 0.15266 -2.90210
C -6.07941 0.47687 -1.94683
C -5.69612 0.63439 -0.62210
C -4.36733 0.46947 -0.25479
H 4.76870 -0.80782 0.93363
H 6.21360 -1.75134 -0.82696
H 5.26203 -2.28850 -3.07824
H 2.85824 -1.84894 -3.47462
H 0.77728 -1.22673 -2.92196
H -3.03593 -0.26111 -3.26169
H -5.41407 0.02629 -3.93884
H -7.11709 0.60449 -2.23383
H -6.43410 0.88610 0.13106
H -4.03961 0.57969 0.77003
Cl 0.07925 0.59831 3.36608
C 0.18900 2.15225 2.55042
C 0.38341 2.04977 1.18476
C 0.45919 3.25089 0.51393
Cl 0.69912 3.22472 -1.22898
C 0.35213 4.48654 1.15168
Cl 0.45606 5.97650 0.26015
C 0.16275 4.53107 2.53066
Cl 0.03404 6.05400 3.35374
C 0.07590 3.34082 3.25187
Cl -0.15917 3.36434 4.97017
C 2.13559 -3.26252 1.97410
S 0.39363 -3.05121 2.21822
O -0.20918 -4.35859 2.03904
O 0.24313 -2.48386 3.55220
O -0.01655 -2.10788 1.15127
H 2.49967 -4.01700 2.67090
H 2.61551 -2.30474 2.15023
H 2.31448 -3.57985 0.94824
*
```

- <S²> = 2.01
- total energy (Ha) = -5501.36260
- lowest unoccupied orbital energy (spin up / spin down) (eV) = 4.1 / 4.1

Atomic partial charges in e from the Löwdin method, atoms 1 to 5: 0.517, -0.124, -0.375, -0.043, -0.137

---

# 3
Here is a molecular structure, C21H14BCl3F4IrN5O5S from OMol25. Energies are from wB97M-V/def2-TZVPD.

The geometry in ORCA input format:
```
! wB97M-V def2-TZVPD RIJCOSX def2/J DEFGRID3
* xyz -1 2
Ir -0.73338 -0.21100 -1.15838
C -0.49012 1.13753 2.97527
C -0.46293 1.28492 1.49147
O -0.25991 0.29447 0.78640
N -0.64596 2.52012 0.97731
C -0.52050 2.86323 -0.43359
C -1.79483 2.60782 -1.20043
C -2.63492 3.63300 -1.58448
C -3.82961 3.33668 -2.22464
C -4.15067 2.01753 -2.46350
C -3.25961 1.03505 -2.07577
N -2.10666 1.31913 -1.45880
H 0.12718 0.28757 3.26554
H -1.50790 0.87652 3.27459
H -0.17246 2.05517 3.46979
H -0.91002 3.24233 1.62436
H 0.30373 2.29618 -0.86328
H -0.26106 3.91830 -0.49776
H -2.35246 4.65521 -1.37184
H -4.50381 4.13005 -2.51908
H -5.08486 1.72804 -2.91983
H -3.46012 -0.01067 -2.25461
O 2.18712 -0.28694 -0.32146
C 1.77100 -1.41881 -0.52099
O 0.62936 -1.68081 -1.09801
C 2.52079 -2.64701 -0.13117
C 3.70237 -2.48959 0.58458
C 4.43280 -3.58423 1.00272
C 3.97124 -4.86156 0.69918
C 2.80042 -5.03751 -0.01056
C 2.05270 -3.93338 -0.44018
S 0.59411 -4.22800 -1.34676
H 4.01632 -1.47913 0.81224
H 5.34328 -3.45116 1.57243
H 4.52477 -5.73217 1.03060
H 2.44343 -6.03590 -0.22727
N -2.18518 -1.25845 -0.34273
C -3.09482 -1.19039 0.39038
C -4.29973 -1.12575 1.04869
C -5.35436 -0.54189 0.29647
N -6.18715 -0.06957 -0.35091
C -4.58120 -1.59055 2.36220
N -4.92675 -1.97751 3.38996
Cl -1.85870 0.61707 -5.73299
C -0.21563 0.33365 -5.12604
Cl 0.81675 1.69102 -5.57520
Cl 0.43202 -1.16811 -5.78860
C -0.28818 0.18595 -3.59473
O 0.38186 0.92710 -2.84875
O -1.07010 -0.68693 -3.12539
F -1.91858 -1.39016 2.72897
B -0.75659 -2.21886 2.84719
F 0.21394 -1.49748 3.59095
F -1.07934 -3.40145 3.50260
F -0.26833 -2.46173 1.55486
*
```

- <S²> = 0.75
- total energy (Ha) = -3766.38590
- lowest unoccupied orbital energy (spin up / spin down) (eV) = 1.6 / 1.3

Atomic partial charges in e from the Löwdin method, atoms 1 to 5: 1.483, 0.037, -0.429, -0.069, 0.100